(1)
53
Properties=species:S:1:pos:R:3:forces:R:3:nbo_charge:R:1 method="wB97M-V/def2-TZVPD" e_homo_ev=-6.061 total_charge=-1 orbital_gap_ev=8.536
C -2.44919 -2.41893 0.76941 -0.33 0.09 0.16 -0.88
S -1.22511 -1.35803 0.02717 -0.43 0.73 -0.57 1.81
O -0.47564 -0.71328 1.10001 0.25 -0.32 0.68 -1.03
O -2.00035 -0.40846 -0.77625 -0.16 0.02 -0.10 -1.02
P 0.16037 -2.52435 -1.35052 0.16 -0.20 0.41 1.85
O 0.85046 -1.07829 -1.69229 -0.05 -0.35 0.13 -1.01
F -0.96532 -2.30440 -2.52560 -0.04 0.08 -0.09 -0.60
F -0.69003 -3.89593 -0.96920 -0.02 -0.10 0.11 -0.62
Br 1.43090 -3.73606 -2.92588 0.16 -0.13 -0.18 -0.43
C 1.35290 -2.90158 0.01606 0.39 -0.20 -0.05 -0.76
C 2.74028 -2.25234 -0.05290 0.00 0.06 0.16 -0.45
C 2.89041 -0.96516 0.74864 0.16 -0.13 0.09 0.06
F 2.86019 0.16830 -0.05182 -0.05 0.19 -0.12 -0.37
H -2.73775 -3.18450 0.05475 0.08 -0.04 0.03 0.25
H -3.29601 -1.75757 0.95725 0.03 -0.01 0.06 0.23
H -2.09371 -2.83525 1.70762 0.15 -0.13 -0.08 0.24
H 0.45865 -0.76333 -2.50617 -0.03 0.51 -0.38 0.51
H 0.91286 -2.64624 0.98034 -0.20 -0.01 -0.05 0.24
H 1.45846 -3.98613 0.00043 -0.04 0.03 -0.08 0.23
H 3.45757 -2.97104 0.35430 0.02 0.00 0.00 0.20
H 3.05771 -2.04590 -1.07351 -0.06 -0.07 -0.09 0.25
H 2.10135 -0.85815 1.49275 -0.09 0.00 0.02 0.17
H 3.86240 -0.94700 1.24852 0.03 0.01 0.05 0.14
C 0.06130 0.25427 -6.57798 -0.05 -0.04 -0.02 -0.10
C -0.62813 0.57372 -5.26557 -0.19 -0.07 0.00 -0.09
O 0.37440 0.23443 -4.31059 0.22 0.03 0.03 -0.50
C 1.59597 0.29643 -4.90904 -0.23 0.06 -0.17 0.97
O 2.63606 0.24315 -4.35480 0.13 0.01 0.08 -0.54
O 1.43808 0.45141 -6.25374 0.01 -0.02 0.00 -0.50
H -0.22404 0.91591 -7.39199 0.09 0.05 0.01 0.19
H -0.08467 -0.78411 -6.88036 -0.01 -0.01 0.03 0.19
H -0.86700 1.63423 -5.16429 0.03 0.00 -0.01 0.18
H -1.51955 -0.02003 -5.08296 0.05 -0.06 0.09 0.22
C -0.66316 2.23999 0.73518 -0.11 0.06 -0.14 -0.12
C -1.94316 3.04327 0.76688 -0.01 -0.04 -0.08 -0.10
O -1.69539 3.96768 1.84443 -0.10 0.01 -0.05 -0.50
C -0.35885 4.09879 1.99032 0.04 -0.11 -0.05 0.97
O 0.15916 4.90619 2.70210 0.01 0.03 0.09 -0.61
O 0.29825 3.19503 1.24806 -0.09 0.00 -0.01 -0.49
H -0.38522 1.90188 -0.25716 0.19 0.03 0.03 0.23
H -0.69997 1.37691 1.39178 0.04 -0.02 -0.09 0.22
H -2.11071 3.61411 -0.14828 0.03 0.03 0.02 0.18
H -2.82000 2.44029 0.98153 0.00 0.03 0.12 0.21
C 0.30506 1.17214 4.25726 0.08 0.10 0.03 -0.10
C -0.33013 2.12307 5.25246 0.03 0.06 -0.03 -0.10
O -1.55404 1.44723 5.57208 0.02 0.04 0.00 -0.50
C -1.39112 0.12488 5.32000 0.06 0.05 -0.01 0.97
O -2.15977 -0.71954 5.64980 -0.06 -0.06 0.02 -0.59
O -0.23630 -0.09335 4.65973 0.03 0.04 0.03 -0.48
H 1.38966 1.15124 4.31025 0.00 -0.14 0.02 0.20
H 0.00090 1.37833 3.23490 -0.01 -0.07 -0.04 0.20
H 0.25807 2.22645 6.16657 0.01 -0.02 0.00 0.18
H -0.53800 3.10824 4.84275 -0.11 -0.03 -0.01 0.22



(2)
50
Properties=species:S:1:pos:R:3:forces:R:3:nbo_charge:R:1 method="wB97M-V/def2-TZVPD" e_homo_ev=-11.698 total_charge=+1 de_lowest_kcal_mol=5.6 orbital_gap_ev=7.492
Y 0.17268 -0.11010 0.05610 0.22 -0.18 -0.13 2.05
Cl 7.07813 -2.94986 1.04324 0.00 0.01 -0.03 0.05
C 5.46316 -2.34314 1.07834 -0.15 0.02 0.20 -0.08
C 4.76767 -2.32987 2.30264 0.19 -0.01 -0.29 -0.15
C 3.48594 -1.84747 2.37123 -0.15 0.08 -0.03 -0.13
Cl 2.65765 -1.80563 3.88511 0.04 0.01 -0.09 0.05
C 2.82250 -1.35784 1.22381 -0.04 0.03 0.49 0.47
O 1.59819 -0.89525 1.33574 0.03 -0.01 -0.26 -0.89
C 3.53992 -1.36976 0.00744 0.07 0.00 -0.18 -0.29
C 3.00181 -0.81924 -1.19302 0.08 0.04 0.04 0.49
O 1.89035 -0.26425 -1.31399 -0.26 -0.04 -0.01 -0.73
C 4.86058 -1.87184 -0.05383 -0.09 0.01 0.08 -0.14
H 5.25097 -2.70049 3.19556 0.01 -0.01 0.03 0.26
H 3.62015 -0.87103 -2.09620 0.06 0.00 0.08 0.18
H 5.38764 -1.87049 -0.99811 0.03 0.00 -0.02 0.24
Br -1.44623 -1.86751 -0.99195 0.03 0.23 0.11 -0.57
C -0.09109 4.88131 4.37733 0.00 -0.01 0.01 -0.19
C -0.12516 5.60379 3.19488 0.01 0.01 -0.01 -0.19
C 0.24190 5.00444 1.99831 0.06 -0.03 -0.03 -0.24
C 0.64990 3.67559 1.98969 -0.03 -0.03 -0.06 -0.24
C 0.65510 2.94257 3.17439 0.00 -0.14 -0.02 -0.26
C 0.29507 3.54819 4.36683 -0.01 0.01 0.05 -0.18
As 1.10773 2.76190 0.34784 -0.14 -0.06 -0.03 0.76
C 3.01969 2.42054 0.42595 -0.02 -0.07 0.04 -0.35
C 3.79239 2.54846 -0.72454 -0.02 -0.06 -0.01 -0.23
C 5.12389 2.15164 -0.71162 -0.04 0.03 -0.03 -0.20
C 5.68520 1.62804 0.44387 0.02 0.00 0.04 -0.20
C 4.91471 1.49942 1.59113 0.05 0.01 -0.02 -0.22
C 3.58230 1.88492 1.58132 0.01 0.04 0.05 -0.17
C 0.94014 4.06423 -1.05277 0.05 0.04 0.05 -0.26
C 1.70110 5.23284 -1.01193 0.00 -0.08 -0.03 -0.25
C 1.58390 6.16202 -2.03211 0.03 0.00 0.04 -0.19
C 0.71493 5.92635 -3.08975 -0.02 0.02 -0.03 -0.18
C -0.03974 4.76503 -3.13364 -0.01 -0.02 0.00 -0.20
C 0.07232 3.83038 -2.11276 -0.02 -0.03 0.05 -0.23
H -0.37598 5.35286 5.30766 -0.01 0.01 0.01 0.23
H -0.43924 6.63852 3.19874 -0.01 0.01 0.01 0.23
H 0.20692 5.57280 1.07863 -0.02 0.02 0.02 0.23
H 0.93119 1.88924 3.17765 -0.02 0.10 0.02 0.21
H 0.30666 2.97807 5.28573 0.00 -0.01 0.01 0.23
H 3.36035 2.95521 -1.63100 0.02 0.01 0.00 0.23
H 5.72359 2.26206 -1.60539 0.01 0.01 -0.01 0.23
H 6.72451 1.32765 0.45305 0.01 -0.01 0.00 0.23
H 5.35104 1.09941 2.49684 0.00 -0.01 0.02 0.23
H 2.99621 1.77368 2.48610 0.03 0.01 -0.04 0.21
H 2.38440 5.40760 -0.18854 0.01 0.02 -0.03 0.23
H 2.17109 7.06971 -2.00404 0.01 0.01 0.00 0.23
H 0.62709 6.65452 -3.88450 0.00 0.01 -0.01 0.23
H -0.71383 4.58833 -3.96023 -0.01 -0.02 0.00 0.23
H -0.52231 2.92216 -2.14347 0.01 0.06 -0.04 0.21